Formula: C22H20N3O2OsSe
Source: the OMol25 dataset
Level of theory: ωB97M-V/def2-TZVPD

Structure (XYZ):
```
49
Properties=species:S:1:pos:R:3:forces:R:3
Os -0.170971 -0.680778 0.062876 -0.87 1.79 0.76
C -0.091671 -2.041378 4.306076 0.06 0.32 -0.10
C -0.429271 -2.016878 2.842976 -0.05 -0.56 0.58
O -0.257671 -0.942678 2.230876 0.43 0.28 -0.70
C -0.929771 -3.230578 2.238676 0.08 0.14 -1.23
C -1.562771 -4.213678 3.014076 -0.12 -0.15 0.00
C -2.095671 -5.347278 2.448876 0.03 0.14 0.13
C -2.016771 -5.533678 1.068376 0.10 0.15 0.24
C -1.378371 -4.611078 0.277776 0.43 0.61 -0.11
C -0.800071 -3.438778 0.822876 -1.43 -1.55 1.68
O -0.145171 -2.625278 0.059476 1.19 0.10 -1.41
H 0.512229 -1.174678 4.563276 -0.04 0.02 -0.04
H 0.437529 -2.954678 4.563276 -0.01 -0.06 0.01
H -1.009071 -2.001878 4.891276 -0.10 -0.01 0.07
H -1.692971 -4.049178 4.070776 0.09 -0.02 0.17
H -2.585571 -6.079078 3.068576 -0.10 -0.06 0.08
H -2.466871 -6.409278 0.627776 0.01 -0.09 -0.12
H -1.303371 -4.754178 -0.788424 0.05 -0.01 -0.14
Se 2.959529 -2.117278 -0.554324 -0.34 0.37 0.08
N 2.062529 -0.559178 -0.435324 -0.42 0.14 -0.10
C 2.829229 0.420922 -0.941324 0.05 -0.96 0.23
C 2.495629 1.780322 -1.060524 -0.14 0.72 -0.02
C 3.425529 2.644922 -1.571224 -0.80 -0.30 0.34
C 4.702329 2.202822 -1.979624 0.61 -0.68 -0.16
C 5.056129 0.886022 -1.900024 0.27 0.68 -0.21
C 4.122529 -0.036378 -1.382724 -0.50 -0.59 0.27
N 4.333229 -1.341978 -1.256824 0.80 0.21 -0.28
H 1.517129 2.106422 -0.741424 -0.03 0.13 -0.01
H 3.183429 3.692122 -1.667924 -0.06 0.09 0.02
H 5.398829 2.928822 -2.367824 0.12 0.02 -0.04
H 6.022229 0.521222 -2.207324 0.13 0.02 -0.07
C -1.348971 1.086122 -3.309724 -0.01 -0.01 -0.02
C -1.661571 2.199722 -2.368924 0.11 -0.47 0.65
C -2.306571 3.344922 -2.759524 -0.11 0.28 0.03
C -2.595071 4.364822 -1.853124 0.11 -0.25 0.04
C -2.236871 4.229422 -0.512924 -0.04 0.16 -0.21
C -1.604571 3.102922 -0.050824 0.35 -0.71 -0.22
C -1.171471 2.933422 1.364776 -0.07 -0.06 0.06
C -1.316371 2.028522 -0.974024 -1.18 2.29 -0.96
N -0.785171 0.925022 -0.576924 1.41 -2.33 0.67
H -1.713271 1.312722 -4.307924 0.02 -0.06 -0.06
H -1.802371 0.154922 -2.962624 -0.04 -0.03 -0.10
H -0.271971 0.915422 -3.350424 0.06 -0.03 -0.08
H -2.599471 3.451622 -3.793724 0.02 0.03 -0.11
H -3.092671 5.259522 -2.192624 -0.06 0.07 -0.01
H -2.462271 5.026022 0.179776 -0.01 0.09 0.10
H -1.577971 3.725622 1.986376 0.01 -0.01 0.12
H -0.082471 2.956422 1.436776 0.06 0.03 0.07
H -1.492871 1.959022 1.742576 -0.02 0.10 0.12
```
Positions in Å, forces in eV/Å.

The energy relative to the best compared isomer or geometry (same formula, charge and spin) comes out at 1.191 eV. The value obtained for the frontier orbital gap (alpha / beta) is 5.95 / 6.09 eV. The expectation value of S² is 6.06. Its total charge is +1. For the HOMO energy (alpha / beta), the calculation gives -10.0941 / -11.0271 eV. The spin multiplicity is 5.